[1]
Here is one molecule with the formula C15H19N3O3S from the Open Molecules 2025 dataset. Energies are from ωB97M-V with the def2-TZVPD basis set.

Calculated values
HOMO energy in eV: -7.9
M in g/mol: 321.40
SMILES string: Cn1c(SCC(=O)OC2CCCCC2)nnc1-c1ccco1
Total charge: 0
Max |F| in eV Å⁻¹: 1.41
Gap between HOMO and LUMO in eV: 8.5
Energy relative to the best compared isomer or geometry (same formula, charge and spin) in kJ/mol: 253.8

```
41
Properties=species:S:1:pos:R:3:forces:R:3:lowdin_charge:R:1
C -1.58849 0.29399 4.23343 -0.27 -0.04 0.52 -0.016
N -1.05990 0.53541 2.92284 0.29 0.14 -0.84 -0.034
C 0.14855 0.14842 2.43154 0.06 0.14 -0.06 -0.612
N 0.29277 0.53261 1.18944 0.72 -0.33 0.57 0.030
N -0.82218 1.17796 0.83348 -1.17 0.63 -0.23 0.096
C -1.63821 1.18888 1.86095 0.64 -0.35 0.18 -0.223
C -2.93192 1.80057 1.85455 -0.64 0.66 -1.07 -0.203
C -3.57882 2.44361 0.82848 0.57 -0.47 0.58 -0.001
C -4.82009 2.86129 1.35263 -0.16 -0.12 0.62 -0.054
C -4.84123 2.44744 2.64994 -0.61 0.47 -0.57 -0.112
O -3.70547 1.80475 2.96618 0.41 -0.27 0.26 0.035
H -5.57695 2.54390 3.42360 -0.03 -0.04 0.16 0.121
H -5.59074 3.39566 0.83661 -0.20 0.11 -0.04 0.103
H -3.19530 2.58429 -0.15955 0.14 0.00 -0.22 0.114
S 1.31856 -0.75950 3.33128 0.30 -0.21 0.31 0.999
C 2.43902 -1.10576 1.95254 -0.42 0.25 0.05 -0.342
C 1.65356 -1.67457 0.77695 0.04 -0.28 0.34 -0.599
O 0.71327 -2.41408 0.89208 0.02 -0.08 -0.09 0.092
O 2.20384 -1.27873 -0.35503 0.44 0.12 -0.30 0.022
C 1.55406 -1.64233 -1.58947 -0.38 -0.28 -0.39 -0.278
C 0.69055 -0.46870 -2.06774 0.25 0.10 0.22 -0.125
C 1.51429 0.48398 -2.92456 -0.19 -0.06 -0.07 -0.189
C 1.95758 -0.20027 -4.22359 -0.01 0.00 0.04 -0.198
C 2.17900 -1.70384 -4.01711 0.15 0.04 0.06 -0.197
C 2.65414 -1.98947 -2.59687 -0.16 -0.09 0.12 -0.135
H 3.52965 -1.37811 -2.37320 0.09 0.01 0.01 0.123
H 2.94073 -3.03698 -2.49070 0.07 0.03 0.07 0.117
H 2.91379 -2.07430 -4.73348 -0.08 -0.07 -0.03 0.107
H 1.24911 -2.24846 -4.19057 -0.02 -0.06 -0.08 0.111
H 2.87964 0.26422 -4.57774 0.00 0.01 -0.08 0.105
H 1.20179 -0.05489 -4.99743 0.02 0.06 -0.05 0.105
H 2.38419 0.80045 -2.34814 0.04 0.10 0.03 0.114
H 0.92983 1.37558 -3.15256 0.08 0.08 0.05 0.109
H -0.15216 -0.85222 -2.64396 -0.08 -0.05 -0.01 0.125
H 0.29697 0.05267 -1.19487 -0.10 -0.11 -0.06 0.089
H 0.91743 -2.51052 -1.38281 0.17 0.17 -0.06 0.147
H 3.15317 -1.84261 2.32075 -0.02 0.02 -0.02 0.092
H 2.95003 -0.19141 1.65700 0.02 -0.13 -0.03 0.089
H -2.56382 -0.18785 4.15841 0.12 0.00 0.08 0.102
H -0.89908 -0.35564 4.77097 -0.09 0.02 0.00 0.068
H -1.70113 1.23457 4.77572 0.01 -0.12 0.02 0.104
```
Positions in Å, forces in eV/Å.

***

[2]
Here is one molecule with the formula C15H19N3O4 from the Open Molecules 2025 dataset. Energies are from ωB97M-V with the def2-TZVPD basis set.

Calculated values
HOMO energy in eV: -8.3
M in g/mol: 305.33
SMILES string: CC1(C)Cc2noc(N)c2C(C)(C)N1OC(=O)c1ccco1
Total charge: 0
Max |F| in eV Å⁻¹: 1.29
Gap between HOMO and LUMO in eV: 9.0
Energy relative to the best compared isomer or geometry (same formula, charge and spin) in kJ/mol: 383.9

```
41
Properties=species:S:1:pos:R:3:forces:R:3:lowdin_charge:R:1
C -1.61025 -2.09290 1.32090 0.10 0.17 -0.10 -0.008
H -1.19644 -1.94125 2.31370 0.03 0.00 0.12 0.096
H -1.85201 -3.14570 1.19842 -0.02 -0.09 -0.05 0.091
H -2.53088 -1.52535 1.22520 -0.11 0.04 0.07 0.082
C -0.58023 -1.68626 0.26325 0.23 -0.53 -0.31 -0.493
N -0.08489 -0.34365 0.58262 0.55 -0.01 0.56 0.015
C -1.01360 0.80588 0.49367 -0.11 0.64 0.02 -0.430
C -2.17756 0.47864 -0.39530 -0.45 0.20 -0.26 -0.077
C -3.34649 1.13862 -0.68551 0.69 -0.74 0.09 -0.309
N -3.92162 2.28196 -0.20055 -0.24 0.01 -0.11 0.167
H -3.28447 3.00465 0.09246 -0.05 -0.02 -0.06 0.089
H -4.70541 2.60791 -0.74521 0.05 0.11 0.03 0.106
O -4.05675 0.41956 -1.57640 -0.10 0.99 0.55 0.016
N -3.37122 -0.73038 -1.87708 0.45 -1.15 -0.38 0.108
C -2.26309 -0.69230 -1.19013 -0.52 0.65 -0.04 -0.255
C -1.21104 -1.73325 -1.14539 0.05 -0.04 -0.03 -0.041
H -0.44267 -1.51115 -1.89143 0.02 -0.06 0.03 0.133
H -1.62862 -2.71531 -1.36315 0.02 -0.05 -0.01 0.133
C -1.45262 1.13414 1.93017 0.10 -0.09 -0.16 -0.002
H -2.10155 0.36471 2.33276 -0.09 -0.08 0.06 0.075
H -1.98652 2.08016 1.95658 -0.13 0.13 0.03 0.077
H -0.56635 1.20470 2.55491 0.08 0.06 0.05 0.089
C -0.30058 2.04145 -0.07943 0.15 -0.26 0.01 0.003
H 0.54011 2.32432 0.55000 0.07 0.10 0.06 0.088
H 0.05461 1.85487 -1.09115 -0.03 0.05 0.00 0.099
H -0.99759 2.87575 -0.11043 -0.08 0.05 0.03 0.081
O 1.11740 -0.11939 -0.16874 -0.75 -0.16 -0.55 0.001
C 2.16786 0.25656 0.57715 -0.02 0.05 0.61 -0.435
O 2.14641 0.48156 1.75986 0.15 0.00 -0.35 0.134
C 3.36779 0.37920 -0.25866 0.79 0.29 0.62 -0.176
C 4.64040 0.75466 0.09923 -0.93 -0.22 -0.03 0.018
C 5.40974 0.69369 -1.07911 -0.24 -0.16 -0.50 -0.046
C 4.55352 0.28760 -2.06230 0.83 0.23 0.15 -0.100
O 3.32476 0.09590 -1.57949 -0.51 -0.15 -0.14 0.070
H 4.70478 0.10696 -3.10878 -0.10 -0.05 -0.13 0.126
H 6.45088 0.91859 -1.18406 0.21 0.03 -0.09 0.103
H 4.96003 1.03261 1.08190 0.00 0.05 0.24 0.121
C 0.59702 -2.66389 0.34668 -0.12 0.19 -0.08 -0.015
H 0.22915 -3.68384 0.27719 -0.06 -0.10 0.00 0.088
H 1.30637 -2.50064 -0.46109 0.04 -0.02 -0.03 0.084
H 1.11163 -2.53937 1.29674 0.05 -0.01 0.11 0.096
```
Positions in Å, forces in eV/Å.

***

Which of these has the lowest M? C15H19N3O4